Formula: C24H29Cl2N2
Source: OMol25
Level of theory: the ωB97M-V functional and the def2-TZVPD basis

Values from the calculation:
SMILES string = Clc1ccc(/C=C/[C@H](c2ccc(Cl)cc2)[N@H+]2CCC[C@H]2CN2CCCC2)cc1
Net charge = +1
Frontier orbital gap = 8.37 eV
DFT total energy = -1961.579268 Ha
HOMO = -11.063 eV
Lowest unoccupied orbital energy = -2.7 eV

Each line ends with the Mulliken charge.
CARTESIAN COORDINATES (ANGSTROEM)
Cl  3.95660  0.64837  -5.88186  -0.184
C  3.83580  0.92352  -4.19577  0.403
C  4.05212  2.21397  -3.68346  -0.803
C  4.03207  2.41126  -2.30796  -0.387
C  3.79376  1.34305  -1.41859  0.435
C  3.78157  1.61310  0.00196  0.046
C  3.28207  0.75066  0.91488  -1.194
C  3.16784  1.11710  2.37770  1.337
C  2.86331  -0.10982  3.25293  0.039
C  3.52919  -0.30790  4.46467  -0.198
C  3.44398  -1.54119  5.12962  -0.972
C  2.69352  -2.58840  4.57495  0.255
Cl  2.68931  -4.13549  5.31478  -0.176
C  1.92687  -2.36001  3.42437  -1.232
C  2.01839  -1.12350  2.77710  -0.168
C  3.52680  0.06083  -1.95612  -0.324
C  3.55922  -0.15077  -3.33418  -0.837
H  4.25766  3.03216  -4.36687  0.401
H  4.18303  3.40966  -1.90348  0.423
H  4.20876  2.56198  0.34831  0.317
H  2.90006  -0.22286  0.60593  -0.014
H  4.12249  1.56530  2.71491  0.342
H  4.15803  0.49014  4.86823  0.400
H  3.98587  -1.69387  6.05902  0.434
H  1.29937  -3.15099  3.02010  0.413
H  1.43597  -0.97993  1.86265  0.324
H  3.29487  -0.77574  -1.29716  0.402
H  3.39681  -1.14246  -3.75105  0.403
C  4.35695  6.94835  1.54766  -0.709
C  5.74666  6.27336  1.41670  -0.551
C  5.67933  5.03669  2.32917  -0.792
N  4.25334  4.73644  2.43864  0.427
C  3.94479  3.84398  3.52455  -1.420
C  2.47916  3.39072  3.45446  0.473
C  1.83403  2.96346  4.76350  -1.011
C  0.63141  2.06441  4.38076  -0.681
C  0.72916  1.78178  2.88238  -0.446
N  2.16748  2.20332  2.48137  -0.225
C  3.51708  6.01913  2.43983  -0.659
H  4.43796  7.94317  1.99628  0.336
H  3.88921  7.03389  0.56213  0.269
H  5.91009  5.94479  0.38214  0.252
H  6.56564  6.93540  1.71999  0.334
H  6.22698  4.16766  1.93571  0.363
H  6.12012  5.28347  3.32051  0.373
H  4.67507  3.01456  3.52766  0.419
H  4.07654  4.31934  4.52515  0.534
H  1.89496  4.21370  3.00643  0.211
H  2.55035  2.43940  5.41879  0.373
H  1.49356  3.85771  5.31299  0.483
H  0.63182  1.11874  4.94225  0.309
H  -0.32873  2.55509  4.60137  0.357
H  0.53555  0.74341  2.60952  0.296
H  0.05581  2.41808  2.28708  0.468
H  2.13554  2.63531  1.55947  0.608
H  3.42723  6.45656  3.45839  0.363
H  2.49342  5.88951  2.06052  0.358

Formula: C24H29Cl2N4O4PtS
Source: OMol25
Level of theory: the ωB97M-V functional and the def2-TZVPD basis

Values from the calculation:
Relative energy (zero: lowest compared OMol25 entry of this formula, charge and spin) = 18.767 eV
Net charge = -1
Frontier orbital gap (alpha / beta) = 5.30 / 5.30 eV
DFT total energy = -2889.171111 Ha
HOMO (alpha / beta) = -3.953 / -3.953 eV
Lowest unoccupied orbital energy (alpha / beta) = 1.3 / 1.3 eV

Each line ends with the Mulliken charge.
CARTESIAN COORDINATES (ANGSTROEM)
Pt  -1.76086  -0.36717  -0.33909  1.292
O  -4.21034  2.01871  -1.64628  -0.673
S  -3.21531  1.89038  -0.61962  0.934
O  -3.04827  3.04725  0.22935  -0.602
O  -1.84654  1.47472  -1.22838  -0.731
O  -3.43902  0.63424  0.24614  -0.732
Cl  -0.50985  -4.37481  1.84145  -0.210
C  0.12109  -3.24871  2.87579  -0.382
Cl  -2.29844  -2.14642  1.08678  -0.186
H  0.29064  -2.24106  2.53818  0.006
H  0.28956  -3.55689  3.89254  0.299
C  1.98290  -5.81297  -1.35638  -1.398
C  0.96746  -4.71415  -1.29392  1.080
C  -0.36805  -4.88319  -1.11268  -2.401
C  -1.24286  -3.43413  0.64835  -0.223
C  -1.49222  -5.45511  2.26245  -0.284
C  -0.96861  -3.52636  -0.81361  -0.140
C  0.18315  -2.54057  -1.13250  0.969
C  1.33052  -3.32484  -1.24816  -0.849
N  -0.06646  -1.23348  -1.22010  -0.147
C  0.74248  -0.32832  -2.09746  1.952
C  1.15907  0.92731  -1.33131  -1.067
C  -0.13847  0.02730  -3.30614  -1.654
C  2.03099  -0.92252  -2.67723  -2.611
H  2.38365  -6.01220  -0.36066  0.241
H  2.82858  -5.54072  -1.99016  0.377
H  1.54807  -6.74133  -1.72853  0.383
H  -0.91386  -5.81341  -1.05936  0.244
H  0.33689  -4.73237  0.81912  0.377
H  -2.12568  -6.24940  2.58820  0.494
H  0.51186  -5.40551  2.52201  0.321
H  -1.89999  -3.24362  -1.30457  0.701
H  2.34135  -2.98249  -1.36862  0.469
H  0.31384  1.46313  -0.91340  -0.118
H  1.69356  1.60017  -2.00859  0.535
H  1.83687  0.66172  -0.51729  0.189
H  -1.07166  0.49268  -3.00580  0.308
H  -0.36379  -0.88212  -3.86924  0.363
H  0.39176  0.72035  -3.96514  0.436
H  2.78696  -1.09422  -1.91068  0.355
H  2.43399  -0.18637  -3.37554  0.520
H  1.85901  -1.84858  -3.22098  0.608
C  2.10421  1.34521  2.84598  -1.173
C  1.21141  0.57980  2.11569  -0.251
N  0.01935  1.02436  1.72519  0.149
C  -0.30518  2.27952  2.00680  -0.305
C  0.53955  3.15292  2.69937  0.424
C  1.75056  2.64959  3.15373  -0.414
C  0.14908  4.54107  3.00227  -0.731
C  -0.40348  5.45084  2.19998  -0.697
C  -0.66233  5.36534  0.74984  0.962
C  -1.69189  6.10714  0.18585  -0.606
C  -1.85845  6.01865  -1.18240  -0.132
N  -1.06796  5.27794  -1.95113  -0.614
C  -0.11920  4.60136  -1.31040  -0.062
N  0.13737  4.61175  -0.00975  -0.393
H  3.05348  0.93069  3.15910  0.403
H  1.46272  -0.43545  1.82407  0.567
H  -1.28258  2.61029  1.66564  0.511
H  2.42274  3.28435  3.72068  0.430
H  0.33062  4.85153  4.02828  0.388
H  -0.68655  6.39815  2.64811  0.353
H  -2.35263  6.70716  0.79632  0.374
H  -2.65591  6.55833  -1.68199  0.407
H  0.52108  3.97453  -1.92019  0.368

Formula: C24H29ClMnN2P2
Source: OMol25
Level of theory: the ωB97M-V functional and the def2-TZVPD basis

Values from the calculation:
Net charge = +1
Frontier orbital gap (alpha / beta) = 5.26 / 7.02 eV
Multiplicity = 5
DFT total energy = -3335.098724 Ha
HOMO (alpha / beta) = -8.465 / -10.340 eV
Expectation value of S² = 6.07
Lowest unoccupied orbital energy (alpha / beta) = -3.2 / -3.3 eV

Each line ends with the Mulliken charge.
CARTESIAN COORDINATES (ANGSTROEM)
C  -1.21439  3.32464  -2.47373  -0.725
C  -0.95919  2.07432  -1.92077  0.675
C  0.38304  1.68274  -1.67538  0.190
C  1.45162  2.50856  -2.12429  1.118
C  1.14582  3.77712  -2.67912  -0.899
C  -0.16801  4.18436  -2.82878  -0.929
C  2.77162  2.00295  -2.04167  -2.187
C  2.93936  0.59787  -2.02844  1.330
C  1.84204  -0.20392  -1.60770  0.431
C  1.88810  -1.60551  -1.81972  0.433
C  3.08167  -2.19576  -2.22312  -0.639
C  4.20979  -1.41871  -2.51126  -0.881
C  4.13252  -0.03823  -2.45478  -0.846
H  -2.25131  3.63720  -2.61475  0.388
H  1.97479  4.41082  -2.99325  0.421
H  -0.40070  5.17091  -3.22759  0.384
H  3.57697  2.61705  -2.44004  0.635
H  3.13435  -3.28453  -2.30485  0.391
H  5.14107  -1.91098  -2.78940  0.385
H  4.97566  0.59181  -2.73674  0.432
N  0.73012  0.46390  -1.07091  -0.151
Mn  -0.10207  -0.13626  0.50948  0.122
C  -2.13127  1.18124  -1.54342  -1.128
H  -2.04828  0.18626  -2.00959  0.307
H  -3.08547  1.63877  -1.83302  0.554
C  0.67122  -2.48241  -1.56941  -1.156
H  -0.21282  -2.13529  -2.12724  0.340
H  0.87761  -3.52872  -1.82937  0.550
P  -2.18218  0.96373  0.27647  1.137
P  0.25733  -2.45267  0.21140  0.901
C  1.72778  -3.21582  0.98048  -1.286
H  1.68320  -3.11951  2.07165  0.431
H  1.79204  -4.28343  0.72014  0.346
H  2.63665  -2.70615  0.63821  0.366
C  -1.13508  -3.58726  0.43535  -1.051
H  -0.87807  -4.59503  0.07883  0.435
H  -1.38888  -3.63110  1.50201  0.315
H  -2.00862  -3.21324  -0.11442  0.338
C  -2.42258  2.65908  0.90008  -1.471
H  -3.28954  3.12938  0.41459  0.425
H  -2.58644  2.64499  1.98517  0.382
H  -1.53188  3.26730  0.69338  0.384
C  -3.70307  0.07679  0.68096  -1.134
H  -3.82995  0.07244  1.77088  0.315
H  -4.57093  0.56398  0.21644  0.441
H  -3.63599  -0.96203  0.33323  0.284
H  3.94930  2.56867  -0.62255  -0.141
H  4.25377  2.67781  0.07562  0.175
Cl  -3.05234  1.48061  5.18257  -0.165
C  -2.02012  0.25423  4.56401  0.196
C  -2.00851  -1.02295  5.13113  -0.270
C  -1.21733  -1.99118  4.50972  -0.868
C  -0.54805  -1.66675  3.33154  -0.080
N  -0.62825  -0.46164  2.73694  0.036
C  -1.23039  0.53651  3.43813  -0.894
H  -2.60106  -1.23220  6.01686  0.456
H  -1.12645  -3.00462  4.90009  0.421
H  0.07969  -2.41435  2.84091  0.234
H  -1.13789  1.55426  3.06905  0.798

Formula: C24H29F2OSi
Source: OMol25
Level of theory: the ωB97M-V functional and the def2-TZVPD basis

Values from the calculation:
Net charge = +1
Frontier orbital gap = 3.69 eV
DFT total energy = -1496.128858 Ha
HOMO = -9.857 eV
Lowest unoccupied orbital energy = -6.2 eV

Each line ends with the Mulliken charge.
CARTESIAN COORDINATES (ANGSTROEM)
C  0.90606  -3.51434  -2.98386  -1.034
Si  0.07525  -2.00370  -2.27636  0.111
C  -0.45249  -2.16855  -0.48610  -0.945
C  0.76389  -0.34119  -2.75641  -0.749
O  -1.28656  -1.98877  -3.29244  -0.490
C  -2.54012  -1.84348  -2.84311  0.748
C  -2.92539  -0.86773  -1.96042  -0.320
C  -4.37524  -0.55027  -1.83966  -0.887
C  -5.31486  -1.58902  -2.50554  -0.691
C  -4.71894  -2.98494  -2.70474  -0.700
C  -3.45557  -2.84142  -3.51921  -0.486
H  1.81900  -3.77432  -2.43595  0.347
H  0.23957  -4.39026  -2.96427  0.296
H  1.17699  -3.33492  -4.03422  0.303
H  0.43028  -2.27294  0.16219  0.407
H  -1.02661  -1.29523  -0.13680  0.244
H  -1.08474  -3.05840  -0.33072  0.412
H  1.68853  -0.08636  -2.22785  0.091
H  0.95917  -0.33838  -3.83971  0.353
H  0.02201  0.45066  -2.56872  0.338
H  -2.20458  -0.23008  -1.43093  0.306
H  -4.63717  -0.41073  -0.78377  0.284
H  -4.59200  0.43492  -2.28913  0.315
H  -6.27741  -1.65949  -1.98969  0.360
H  -5.53951  -1.19257  -3.50304  0.266
H  -4.48263  -3.44945  -1.73918  0.289
H  -5.42002  -3.64609  -3.22543  0.344
H  -3.68693  -2.42196  -4.51132  0.247
H  -2.94127  -3.80374  -3.69254  0.291
F  2.36290  5.89846  2.69488  -0.280
C  2.59970  5.20035  1.52910  0.181
C  3.18072  5.87521  0.45539  -0.472
C  3.53109  5.11494  -0.67661  -0.500
C  3.23335  3.75759  -0.73685  -0.666
C  2.57414  3.07360  0.34075  0.894
C  2.28586  1.68688  0.19135  -0.422
C  1.74131  0.85706  1.18387  0.101
C  2.00018  1.07435  2.51793  -0.583
C  1.63984  0.37978  3.71809  0.695
C  0.49666  -0.44792  3.87473  -0.722
C  0.24827  -0.98251  5.14076  0.335
F  -0.89194  -1.73857  5.32443  -0.293
C  1.07284  -0.80467  6.25538  -0.536
C  2.20456  0.01142  6.08619  -0.443
C  2.47399  0.59643  4.85547  -0.678
C  2.23806  3.85629  1.49418  -0.548
H  3.38126  6.93912  0.50645  0.457
H  4.05202  5.59183  -1.51312  0.390
H  3.48946  3.17244  -1.62776  0.377
H  2.49791  1.25718  -0.78541  0.275
H  1.18960  -0.02953  0.86689  0.308
H  2.71741  1.87155  2.73862  0.610
H  -0.18933  -0.63490  3.04652  0.536
H  0.85413  -1.28210  7.21420  0.445
H  2.87481  0.18615  6.93258  0.388
H  3.34065  1.25401  4.74240  0.375
H  1.68183  3.43829  2.33856  0.729